1.
19
Properties=species:S:1:pos:R:3:nbo_charge:R:1 method="wB97M-V/def2-TZVPD" e_lumo_ev=-1.66 de_lowest_ev=5.650 charge=0 homo_ev=-8.6 max_force_ev_per_a=3.2 energy_ha=-837.25106
C -2.296 1.344 -0.634 0.301
C 2.468 0.834 -0.499 -0.006
C 0.063 0.441 -0.229 0.014
C 3.535 0.280 0.425 -0.641
C -2.740 -1.115 -0.040 -0.695
C -2.431 0.274 0.328 0.014
N 0.517 -0.360 -1.060 -0.221
O -2.205 2.519 -0.344 -0.545
O 1.878 -0.189 -1.290 -0.376
S 1.080 1.618 0.496 0.214
H -2.316 1.012 -1.690 0.128
H 2.877 1.604 -1.164 0.193
H 3.951 1.082 1.029 0.218
H 4.327 -0.171 -0.168 0.223
H 3.109 -0.477 1.078 0.221
H -2.442 -1.328 -1.063 0.242
H -3.820 -1.265 0.043 0.246
H -2.267 -1.820 0.640 0.247
H -2.399 0.551 1.375 0.221

***

2.
19
Properties=species:S:1:pos:R:3:nbo_charge:R:1 method="wB97M-V/def2-TZVPD" e_lumo_ev=0.74 de_lowest_ev=2.030 charge=0 homo_ev=-9.1 max_force_ev_per_a=3.9 smiles=C[C@@H](O)COc1ccsn1 energy_ha=-837.38408
C -0.409 -0.339 -0.932 -0.635
C -0.898 0.939 -0.243 0.066
O -2.004 0.677 0.664 -0.721
C 0.318 1.494 0.500 -0.083
O 1.469 1.416 -0.300 -0.485
C 2.415 0.527 -0.019 0.468
C 2.395 -0.818 0.478 -0.362
C 3.653 -1.330 0.496 -0.378
S 4.788 -0.224 -0.173 0.637
N 3.638 0.943 -0.333 -0.639
H -1.003 -0.618 -1.771 0.225
H 0.562 -0.278 -1.396 0.226
H -0.347 -1.076 -0.137 0.206
H -1.305 1.701 -0.826 0.190
H -1.741 0.608 1.557 0.466
H 0.333 2.490 0.954 0.210
H 0.490 0.892 1.543 0.155
H 1.550 -1.401 0.763 0.232
H 3.903 -2.247 0.837 0.221

***

3.
20
Properties=species:S:1:pos:R:3:nbo_charge:R:1 method="wB97M-V/def2-TZVPD" e_lumo_ev="-1.52 / -1.48" de_lowest_ev=3.923 charge=0 homo_ev="-9.6 / -8.8" max_force_ev_per_a=3.2 energy_ha=-1235.46451
C 3.525 -0.760 -0.360 -0.064
C 3.709 -2.033 -0.809 -0.451
C 1.438 -1.214 -0.607 0.076
C -0.641 0.586 1.394 -0.657
C -2.815 1.544 0.424 -0.655
C -1.405 1.086 0.238 -0.286
N 2.203 -0.304 -0.236 -0.506
O -1.714 0.031 -2.279 -0.875
O -2.322 -1.491 -0.386 -0.880
S 2.176 -2.732 -1.143 0.383
S -1.468 -0.490 -0.965 1.832
H 4.358 -0.156 -0.362 0.207
H 4.687 -2.388 -1.118 0.251
H -0.072 1.358 1.989 0.234
H -1.305 0.104 2.160 0.224
H 0.095 -0.128 1.078 0.240
H -2.778 2.396 1.212 0.232
H -3.653 0.712 0.557 0.249
H -3.095 2.166 -0.382 0.226
H -0.924 1.713 -0.403 0.219

***

4.
19
Properties=species:S:1:pos:R:3:nbo_charge:R:1 method="wB97M-V/def2-TZVPD" e_lumo_ev=0.72 de_lowest_ev=1.284 charge=0 homo_ev=-9.6 max_force_ev_per_a=2.7 smiles="CC1=NO[C@](C)(C(=O)O)C1" energy_ha=-514.46567
C 1.594 2.287 -0.220 -0.652
C 0.549 1.233 -0.253 0.217
N -0.670 1.503 -0.572 -0.103
O -1.396 0.322 -0.582 -0.399
C -0.560 -0.736 -0.128 0.164
C -0.968 -2.066 -0.710 -0.627
C -0.671 -0.673 1.540 0.765
O 0.074 -1.299 2.241 -0.579
O -1.799 -0.122 1.977 -0.665
C 0.863 -0.239 -0.373 -0.499
H 2.269 2.086 0.606 0.229
H 2.175 2.270 -1.142 0.230
H 1.131 3.271 -0.127 0.240
H -2.039 -2.216 -0.560 0.230
H -0.415 -2.866 -0.214 0.238
H -0.754 -2.078 -1.784 0.223
H -2.189 0.409 1.258 0.508
H 1.564 -0.570 0.394 0.256
H 1.241 -0.515 -1.351 0.225

***

5.
26
Properties=species:S:1:pos:R:3:nbo_charge:R:1 method="wB97M-V/def2-TZVPD" e_lumo_ev=5.52 de_lowest_ev=0.000 charge=-2 homo_ev=-1.9 max_force_ev_per_a=0.9 energy_ha=-1158.85981
Pb 0.243 -0.421 -0.182 1.545
N 0.660 0.455 -3.152 0.719
O 0.980 0.804 -4.297 -0.531
O 0.507 -0.754 -2.873 -0.540
O 0.512 1.307 -2.245 -0.533
C -1.898 2.293 2.795 -0.717
C -1.280 1.366 1.750 0.767
O -0.919 0.225 2.146 -0.783
O -1.129 1.795 0.590 -0.746
H -2.965 2.457 2.648 0.200
H -1.391 3.262 2.756 0.204
H -1.722 1.922 3.806 0.198
C 4.713 0.448 0.783 -0.721
C 3.216 0.224 0.545 0.762
O 2.898 -0.419 -0.490 -0.788
O 2.418 0.664 1.399 -0.759
H 4.928 1.451 1.146 0.200
H 5.261 0.290 -0.150 0.201
H 5.073 -0.324 1.468 0.200
C -3.426 -2.775 -1.380 -0.722
C -2.154 -1.990 -1.033 0.772
O -2.170 -0.759 -1.234 -0.745
O -1.204 -2.603 -0.473 -0.797
H -4.265 -2.120 -1.160 0.210
H -3.501 -3.666 -0.752 0.197
H -3.382 -3.132 -2.410 0.207

***

6.
17
Properties=species:S:1:pos:R:3:nbo_charge:R:1 method="wB97M-V/def2-TZVPD" e_lumo_ev="-1.48 / -1.95" de_lowest_ev=3.157 charge=0 homo_ev="-9.1 / -8.8" max_force_ev_per_a=5.3 energy_ha=-686.84680
C 0.006 -1.328 1.647 0.207
C -0.448 -0.281 0.748 0.089
C 0.318 -0.117 -0.528 -0.245
C -1.900 0.012 0.871 -0.673
C -0.057 1.087 -1.460 -0.609
C 1.856 0.038 -0.166 -0.638
N 0.304 -2.127 2.403 -0.270
S -0.223 -1.633 -1.319 0.055
H -2.514 -0.942 1.002 0.256
H -2.292 0.581 0.024 0.242
H -1.942 0.451 1.898 0.248
H 0.812 0.993 -2.245 0.231
H 0.226 2.039 -0.863 0.208
H -1.033 1.056 -1.817 0.220
H 2.044 0.918 0.508 0.218
H 2.442 0.051 -1.121 0.223
H 2.397 -0.797 0.417 0.240

***

7.
17
Properties=species:S:1:pos:R:3:nbo_charge:R:1 method="wB97M-V/def2-TZVPD" e_lumo_ev=0.85 de_lowest_ev=2.592 charge=0 homo_ev=-8.3 max_force_ev_per_a=4.0 smiles="C1=C[C@H]2CNC[C@@H]1S2" energy_ha=-686.86755
C 0.872 0.819 1.200 -0.203
C 0.210 -0.319 1.477 -0.237
C 0.337 -1.333 0.314 -0.397
C -1.021 -1.235 -0.475 -0.242
N -1.423 0.301 -0.577 -0.601
C -0.230 1.058 -1.063 -0.262
C 1.203 0.894 -0.413 -0.401
S 1.730 -0.788 -0.765 0.215
H 1.120 1.511 2.027 0.229
H -0.436 -0.466 2.364 0.234
H 0.541 -2.365 0.635 0.241
H -1.902 -1.861 -0.101 0.205
H -0.966 -1.593 -1.414 0.198
H -1.463 0.532 0.535 0.354
H -0.180 0.969 -2.178 0.215
H -0.383 2.181 -0.899 0.198
H 1.991 1.694 -0.668 0.255

***

8.
24
Properties=species:S:1:pos:R:3:lowdin_spin:R:1 method="wB97M-V/def2-TZVPD" e_lumo_ev="-0.50 / -0.50" multiplicity=2 charge=0 homo_ev="-8.0 / -9.3" max_force_ev_per_a=3.2 energy_ha=-1085.39888
O 3.156 1.137 -0.012 0.001
C 2.622 0.003 0.138 0.003
O 2.074 -0.366 1.201 0.008
Na 2.520 1.759 2.207 0.000
O 2.613 -0.804 -0.938 0.006
C 1.814 -1.994 -0.891 0.108
C 0.381 -1.723 -1.192 0.687
H 1.935 -2.490 0.082 0.008
H 2.263 -2.653 -1.653 0.033
H -0.308 -2.565 -1.094 0.035
H 0.183 -1.095 -2.067 0.034
C -2.787 -0.090 0.916 0.003
C -1.724 0.559 0.060 0.045
O -0.955 1.389 0.906 0.004
C -0.025 2.205 0.361 0.000
O -0.032 2.414 -0.863 0.001
O 0.833 2.649 1.179 0.001
O -3.617 -0.842 0.056 0.000
Na 2.211 2.989 -0.848 0.000
H -3.374 0.674 1.453 0.001
H -2.294 -0.729 1.668 0.000
H -2.177 1.130 -0.762 0.002
H -4.311 -1.261 0.569 0.000
H -1.002 -0.297 -0.474 0.021

***

9.
22
Properties=species:S:1:pos:R:3:nbo_charge:R:1 method="wB97M-V/def2-TZVPD" e_lumo_ev=0.39 de_lowest_ev=2.708 charge=0 homo_ev=-5.9 max_force_ev_per_a=5.0 smiles="OC[PH2]=C(O)c1oc(O)c(O)c1O" energy_ha=-1026.63468
O -0.589 1.567 2.756 -0.693
C -0.564 1.977 1.512 -0.289
P -1.576 0.909 0.280 0.811
C -0.960 -0.762 0.331 -0.275
O -1.952 -1.716 0.378 -0.690
C 0.289 -1.021 -0.282 0.130
O 1.280 -0.083 -0.422 -0.437
C 2.315 -0.685 -1.050 0.491
O 3.412 -0.005 -1.492 -0.660
C 2.065 -1.992 -1.332 0.086
O 2.730 -3.093 -1.853 -0.701
C 0.704 -2.193 -0.903 0.159
O -0.012 -3.301 -1.238 -0.698
H -0.104 0.690 2.841 0.485
H 0.464 2.186 1.003 0.170
H -1.034 2.964 1.560 0.195
H -1.720 1.941 -0.724 -0.095
H -2.961 0.877 0.848 0.039
H -1.710 -2.386 -0.399 0.482
H 3.431 0.831 -1.027 0.486
H 3.043 -2.996 -2.762 0.495
H 0.692 -4.037 -1.488 0.509

***

10.
16
Properties=species:S:1:pos:R:3:nbo_charge:R:1 method="wB97M-V/def2-TZVPD" e_lumo_ev=1.08 de_lowest_ev=1.852 charge=0 homo_ev=-8.9 max_force_ev_per_a=4.7 smiles="C=C1PC=C[C@@H]1C" energy_ha=-575.27003
C 0.857 2.133 0.585 -0.429
C 0.879 0.850 0.266 -0.164
P 2.183 0.118 -1.057 0.475
C 1.464 -1.586 -0.390 -0.434
C 0.597 -1.613 0.648 -0.222
C -0.039 -0.256 0.756 -0.311
C -1.303 -0.228 -0.238 -0.575
H 0.207 2.621 1.315 0.199
H 1.641 2.855 0.266 0.204
H 1.216 0.235 -2.132 -0.032
H 1.763 -2.530 -0.969 0.214
H 0.311 -2.606 1.042 0.235
H -0.472 0.031 1.790 0.215
H -1.699 0.707 -0.282 0.207
H -1.914 -1.106 0.106 0.212
H -0.833 -0.346 -1.237 0.205

***

11.
9
Properties=species:S:1:pos:R:3:nbo_charge:R:1 method="wB97M-V/def2-TZVPD" e_lumo_ev=-1.86 de_lowest_ev=1.078 charge=0 homo_ev=-10.6 max_force_ev_per_a=8.0 smiles="N#CC#CC#CC=O" energy_ha=-359.02268
N -4.863 0.090 -0.289 -0.228
C -3.739 -0.221 -0.095 0.215
C -2.358 -0.338 0.264 -0.046
C -1.151 -0.303 0.174 0.036
C 0.307 -0.334 0.060 -0.019
C 1.546 0.003 -0.147 -0.018
C 3.026 0.336 0.046 0.349
O 3.931 -0.528 -0.218 -0.453
H 3.300 1.294 0.206 0.165

***

12.
13
Properties=species:S:1:pos:R:3:mulliken_charge:R:1 method="wB97M-V/def2-TZVPD" e_lumo_ev="-10.64 / -10.94" charge=+2 homo_ev="-15.8 / -15.9" max_force_ev_per_a=14.3 energy_ha=-871.50843
O 1.018 -2.102 1.979 -0.087
C 0.642 -1.319 1.226 -0.252
Pb 0.018 -0.016 -0.026 3.677
O 1.551 -1.432 -2.265 -0.109
C 0.975 -0.900 -1.423 -0.262
C -0.607 1.286 -1.277 -0.251
O -0.983 2.070 -2.030 -0.086
C 1.549 1.067 0.338 -0.210
O 2.471 1.719 0.556 -0.064
C -1.514 -1.100 -0.389 -0.395
O -2.435 -1.752 -0.607 -0.131
O -1.624 1.501 2.372 0.015
C -1.059 0.979 1.547 0.157

***

The highest charge belongs to which entry?
C6O6Pb